{"formula": "C3H6O2S", "method": "the ωB97M-V functional and the def2-TZVPD basis", "molar_mass_g_mol": 106.15, "lumo_energy_ha": [-0.02275, -0.04546], "homo_energy_ev": [-9.2261, -9.1486], "charge": 0, "relative_energy_kj_mol": 668.6, "fmax_ev_per_a": 7.41, "elements": ["C", "C", "C", "O", "O", "S", "H", "H", "H", "H", "H", "H"], "xyz": [[-1.17022, 0.99932, -0.87686], [-0.78044, 0.57761, 0.50454], [0.95737, -1.30097, 0.28874], [-3.53584, 0.33791, 0.61808], [-2.29977, -1.41692, -0.58395], [-2.29373, -0.09299, -0.00532], [-1.54076, 2.03812, -0.99129], [-0.70197, 0.48102, -1.77754], [-0.86081, 1.39453, 1.24502], [0.94792, -1.71726, 1.37153], [1.84914, -0.76996, 0.14116], [0.35473, -1.77631, -0.31382]], "lowdin_charge": [-0.252, -0.203, 0.184, -0.328, -0.343, 0.654, 0.097, 0.116, 0.084, 0.063, -0.004, -0.068]}


{"formula": "C5H6O2", "method": "the ωB97M-V functional and the def2-TZVPD basis", "molar_mass_g_mol": 98.10, "lumo_energy_ha": 0.03473, "smiles": "C1=C[C@@H]2O[C@H]2CO1", "homo_energy_ev": -8.7186, "charge": 0, "relative_energy_kj_mol": 491.1, "fmax_ev_per_a": 4.01, "elements": ["C", "C", "C", "O", "C", "C", "O", "H", "H", "H", "H", "H", "H"], "xyz": [[-1.10266, 0.92814, -0.22995], [0.16437, 1.46884, -0.01738], [1.06933, 0.50392, 0.45652], [2.12931, -0.20933, -0.22793], [0.80122, -0.71535, -0.39871], [-0.46885, -1.33560, 0.14749], [-1.50008, -0.37017, -0.01046], [-2.00831, 1.40987, -0.30567], [0.36358, 2.48424, -0.23781], [1.08172, 0.20926, 1.56442], [0.54986, -0.47633, -1.44306], [-0.77804, -2.26189, -0.41567], [-0.30144, -1.63558, 1.11819]], "lowdin_charge": [-0.076, -0.043, -0.255, 0.034, -0.226, -0.155, -0.041, 0.101, 0.092, 0.182, 0.149, 0.143, 0.094]}


{"formula": "C6H12NO", "method": "the ωB97M-V functional and the def2-TZVPD basis", "molar_mass_g_mol": 114.17, "lumo_energy_ha": -0.12428, "smiles": "C[N@@H+]1CC(=O)C1(C)C", "homo_energy_ev": -14.2539, "charge": 1, "relative_energy_kj_mol": 136.5, "fmax_ev_per_a": 4.98, "elements": ["C", "N", "C", "C", "O", "C", "C", "C", "H", "H", "H", "H", "H", "H", "H", "H", "H", "H", "H", "H"], "xyz": [[0.14528, 1.97570, 0.15356], [0.24855, 0.75747, -0.53746], [-0.84394, 0.38245, -1.50547], [-0.89702, -1.05583, -0.93426], [-1.28418, -2.10208, -1.30914], [0.10677, -0.57600, 0.18461], [-0.63653, -0.59039, 1.54678], [1.48031, -1.26741, 0.12800], [0.69574, 2.73042, -0.27937], [-0.84999, 2.41872, 0.34841], [0.33207, 1.75205, 1.20915], [1.10086, 0.82693, -0.98226], [-0.57758, 0.38402, -2.55724], [-1.85745, 0.92412, -1.34928], [-1.03719, -1.61572, 1.45908], [-1.50582, 0.08673, 1.60173], [0.00886, -0.59113, 2.45977], [2.26424, -0.75174, 0.64818], [1.80986, -1.40560, -0.87472], [1.29717, -2.28271, 0.58993]], "lowdin_charge": [-0.004, -0.071, 0.046, -0.306, 0.207, -0.380, 0.015, 0.025, 0.094, 0.131, 0.119, 0.149, 0.145, 0.187, 0.108, 0.106, 0.115, 0.093, 0.087, 0.134]}


{"formula": "C5H10InLu", "method": "the ωB97M-V functional and the def2-TZVPD basis", "molar_mass_g_mol": 359.92, "lumo_energy_ha": -0.42207, "homo_energy_ev": -14.7101, "charge": 2, "fmax_ev_per_a": 3.87, "elements": ["C", "C", "C", "C", "C", "In", "H", "H", "H", "H", "H", "H", "H", "H", "H", "H", "Lu"], "xyz": [[-1.50583, 0.88793, -1.93580], [-0.34561, 0.58702, -1.62173], [0.93418, 0.01486, -1.18980], [1.39050, 0.50245, 0.20044], [0.45245, -0.06263, 1.32547], [-1.15773, -1.34270, 0.47213], [-2.52743, 0.99095, -2.26843], [0.86636, -1.07514, -1.25598], [1.69061, 0.30367, -1.93796], [1.45694, 1.59559, 0.27798], [2.41241, 0.15402, 0.35149], [1.01457, -0.60691, 2.09797], [0.02733, 0.81646, 1.86011], [-2.39590, -1.77620, 1.65374], [-1.94229, -0.17740, -0.78613], [-0.49543, -2.68843, -0.44859], [0.21908, 2.19101, 2.93584]], "lowdin_charge": [0.256, 0.016, -0.190, -0.262, -0.401, 0.687, 0.128, 0.095, 0.177, 0.069, 0.130, 0.064, -0.351, -0.036, 0.162, -0.010, 1.465]}


{"formula": "C22H25FMoN6O2S", "method": "the ωB97M-V functional and the def2-TZVPD basis", "molar_mass_g_mol": 552.49, "lumo_energy_ha": [-0.30884, -0.29662], "homo_energy_ev": [-13.2721, -13.2829], "charge": 2, "multiplicity": 3, "fmax_ev_per_a": 2.95, "elements": ["Mo", "N", "C", "C", "C", "C", "C", "C", "S", "O", "O", "N", "C", "N", "C", "C", "C", "N", "H", "H", "H", "H", "H", "H", "H", "H", "H", "F", "C", "C", "C", "C", "C", "C", "H", "H", "H", "H", "C", "C", "N", "C", "C", "N", "C", "C", "H", "H", "H", "H", "H", "H", "H", "H", "H", "H", "H", "H"], "xyz": [[-1.32440, -0.11931, 0.95819], [3.26259, 2.54520, -5.06424], [2.39347, 1.49986, -4.71080], [1.00147, 1.53469, -4.97444], [0.16445, 0.68780, -4.27225], [0.73157, -0.17627, -3.30134], [2.10074, -0.28491, -3.16252], [2.93600, 0.45791, -3.94006], [-0.24031, -1.13559, -2.31678], [0.52541, -2.10764, -1.50228], [-1.30626, -1.61177, -3.16795], [-0.73704, -0.01520, -1.03099], [-0.98802, 1.31473, -1.10861], [-0.75516, 2.11728, -2.09906], [-0.88284, 3.45805, -1.92935], [-1.05271, 3.99836, -0.68023], [-1.35749, 3.10274, 0.32545], [-1.43532, 1.76460, 0.11647], [2.80358, 3.40186, -5.38186], [3.96031, 2.70298, -4.34677], [0.63234, 2.22766, -5.68261], [-0.88987, 0.74956, -4.46827], [2.44784, -1.03373, -2.44519], [4.00675, 0.29575, -3.85457], [-0.80646, 4.03494, -2.83769], [-0.94005, 5.03836, -0.52075], [-1.72785, 3.40707, 1.29188], [-4.96969, -4.91031, 1.13647], [-4.28797, -3.79296, 0.87648], [-4.65882, -2.52594, 1.31138], [-3.73714, -1.47877, 1.19129], [-2.46570, -1.76938, 0.64414], [-2.14963, -2.98728, 0.12758], [-3.09490, -4.00582, 0.16896], [-5.68080, -2.41935, 1.75496], [-4.04440, -0.46183, 1.42156], [-1.20241, -3.14435, -0.43117], [-2.94069, -4.99732, -0.19435], [1.33970, -1.09104, 1.73611], [2.58374, -1.15991, 2.65495], [2.36859, -0.44470, 3.96447], [2.16233, 0.99631, 3.64185], [1.04664, 1.21773, 2.61736], [0.31473, -0.08328, 2.30204], [-0.17535, -0.66067, 3.58587], [1.04579, -0.94329, 4.48309], [0.86977, -2.07323, 1.65477], [1.66961, -0.78101, 0.70864], [3.43323, -0.61412, 2.10746], [2.82186, -2.22493, 2.88396], [3.09092, 1.37714, 3.15112], [2.03989, 1.59917, 4.53754], [1.41255, 1.53490, 1.65209], [0.30807, 1.97230, 2.90401], [-0.69636, -1.62513, 3.38489], [-0.89181, 0.13091, 4.01492], [1.10514, -2.04845, 4.66112], [0.86035, -0.44038, 5.45306]], "mulliken_spin": [2.012, 0.000, 0.001, 0.000, 0.000, 0.003, 0.001, -0.001, 0.004, 0.007, -0.003, 0.008, 0.010, 0.011, -0.001, 0.009, -0.001, -0.067, 0.000, 0.000, 0.000, -0.001, 0.000, 0.000, 0.000, 0.001, -0.001, 0.001, 0.002, 0.000, 0.044, -0.169, 0.023, -0.002, 0.000, -0.003, -0.003, 0.000, 0.018, 0.002, 0.000, 0.000, 0.045, 0.015, 0.015, -0.001, -0.001, 0.007, 0.000, 0.000, 0.000, 0.000, -0.010, 0.009, 0.010, 0.005, 0.000, 0.000]}


{"formula": "C6H11AuClF5Pm", "method": "the ωB97M-V functional and the def2-TZVPD basis", "molar_mass_g_mol": 555.56, "lumo_energy_ha": [0.09499, 0.09498], "homo_energy_ev": [-3.4054, -3.2722], "charge": -1, "multiplicity": 7, "relative_energy_kj_mol": 565.5, "fmax_ev_per_a": 7.53, "elements": ["Pm", "Cl", "C", "H", "H", "H", "Au", "C", "C", "C", "H", "H", "H", "H", "H", "H", "H", "H", "F", "C", "F", "C", "F", "F", "F"], "xyz": [[-0.25121, -0.56940, 0.99513], [-0.57739, 1.26993, -0.40128], [-2.18752, -0.71447, 1.53909], [-2.14227, -1.19376, 2.52489], [-2.77108, -1.34024, 0.85859], [-2.65230, 0.26684, 1.63420], [0.18416, -0.20297, -1.95331], [2.11465, 0.29803, -2.42746], [-1.04924, -0.40635, -3.55882], [0.04281, -1.76518, -0.59706], [-1.42987, -1.43800, -3.56781], [-1.88675, 0.30740, -3.50863], [-0.43358, -0.21521, -4.44866], [2.77347, -0.50757, -2.07037], [2.15426, 0.36740, -3.52427], [2.40700, 1.25678, -1.97004], [-0.74250, -2.46291, -0.70778], [1.05492, -2.11138, -0.49652], [-0.69649, 0.50378, 3.90111], [-0.08986, 1.05572, 2.79073], [-0.71283, 2.26623, 2.49536], [1.37890, 1.28721, 3.06578], [1.54034, 2.13041, 4.12552], [1.98729, 0.08159, 3.34829], [1.98508, 1.83612, 1.95331]], "mulliken_spin": [4.180, 0.023, -0.020, 0.001, 0.001, -0.001, 0.470, 0.393, 0.324, 0.582, 0.005, 0.008, -0.021, 0.003, -0.022, -0.001, 0.023, 0.011, 0.006, 0.036, 0.003, -0.007, 0.001, 0.000, 0.001]}